Molecular formula: C24H36As2F12MnO18
Method: DFT, wB97M-V/def2-TZVPD

Properties
charge	0
E_LUMO (alpha / beta)	-4.20 / -4.38	eV
2S+1	6
expectation value of S²	8.752
frontier orbital gap (alpha / beta)	0.2240 / 0.2173	hartree

```
93
Properties=species:S:1:pos:R:3:forces:R:3:lowdin_spin:R:1
Mn 24.943796 6.386361 -18.360469 0.91 -1.46 -0.92 4.85
As 23.332359 3.265993 -17.018918 -0.47 -3.17 0.85 0.00
F 23.046400 1.737982 -16.285102 0.17 0.44 -0.22 0.00
F 21.662974 3.519354 -17.393872 0.75 0.42 0.17 0.00
F 23.748889 4.808575 -17.858838 0.14 2.35 -0.03 0.05
F 25.070931 3.167378 -16.793628 -0.54 0.24 0.03 0.00
F 23.535515 2.513599 -18.596911 -0.02 0.58 0.79 0.00
F 23.155354 4.055889 -15.464052 0.28 0.21 -1.25 0.00
As 24.100422 4.860114 -21.638910 -2.97 0.28 -2.04 0.00
F 23.330338 4.582140 -23.212989 0.88 0.17 1.22 0.00
F 25.700287 4.706966 -22.273148 -0.20 -0.01 0.36 0.00
F 24.784279 5.277016 -20.033517 0.76 0.05 0.33 0.05
F 22.534651 5.110856 -20.915556 0.38 -0.03 0.03 0.00
F 23.983566 3.194199 -21.192268 0.64 0.77 -0.38 0.00
F 24.099774 6.603653 -21.936272 0.55 -0.74 0.08 0.00
C 21.373514 8.285589 -23.493665 0.54 0.23 -0.97 0.00
C 20.520103 8.399512 -22.267120 -0.26 -0.09 0.15 0.00
C 20.937450 9.506542 -21.314150 1.04 -0.06 -0.49 0.00
O 19.726724 10.127568 -20.961454 -0.09 0.04 0.83 0.00
C 18.739966 9.751126 -21.823406 0.24 0.28 0.10 0.00
O 17.673220 10.259490 -21.868256 -0.23 -0.03 0.07 0.00
O 19.176499 8.764807 -22.610858 -0.13 0.04 -0.69 0.00
H 21.104269 7.461537 -24.153589 -0.18 -0.05 0.16 0.00
H 22.451251 8.212212 -23.329039 -0.12 -0.34 0.65 0.00
H 21.318466 9.201811 -24.089265 -0.45 0.04 0.09 0.00
H 20.364257 7.479574 -21.702787 0.64 -0.18 -0.16 0.00
H 21.604660 10.269984 -21.727433 -0.18 -0.08 -0.47 0.00
H 21.546816 9.041079 -20.533941 -0.73 0.27 0.70 0.00
C 24.880851 2.480499 -24.857021 0.22 0.42 1.04 0.00
C 25.342974 3.796288 -25.473336 -1.52 -0.73 0.64 0.00
C 26.742744 4.271566 -25.142742 0.43 -1.51 -0.05 0.00
O 27.334434 4.442210 -26.418045 0.11 1.18 -0.37 0.00
C 26.462470 4.155940 -27.416317 -0.13 -0.97 0.54 0.00
O 26.724458 4.241493 -28.564445 -0.18 0.21 -0.32 0.00
O 25.313642 3.624093 -26.890059 0.94 0.90 -0.59 0.00
H 24.952695 2.517659 -23.765058 0.26 0.22 -0.01 0.00
H 25.507763 1.645153 -25.166580 -0.22 -0.04 -0.33 0.00
H 23.810437 2.332651 -24.991763 0.11 -0.25 -0.59 0.00
H 24.597826 4.553718 -25.225689 0.18 0.13 0.05 0.00
H 27.341307 3.466759 -24.701026 -0.24 0.12 0.45 0.00
H 26.754324 5.140462 -24.487949 0.12 0.25 -0.42 0.00
C 19.611939 5.150664 -22.892426 0.62 -0.38 0.07 0.00
C 19.811465 3.650342 -22.663829 -1.04 1.39 -1.81 0.00
C 20.160814 3.208652 -21.293274 0.23 -0.38 1.07 0.00
O 19.286250 2.091490 -21.071217 0.20 0.19 -0.15 0.00
C 18.265352 2.149156 -21.970902 0.05 -0.14 0.25 0.00
O 17.292589 1.473144 -21.893548 -0.06 0.01 -0.20 0.00
O 18.519345 3.074391 -22.918679 -0.21 -0.59 0.69 0.00
H 19.025938 5.645437 -22.117398 0.02 -0.23 0.18 0.00
H 19.067328 5.286885 -23.826708 0.20 0.05 -0.12 0.00
H 20.606896 5.597165 -22.941654 -0.09 0.22 -0.09 0.00
H 20.455245 3.267879 -23.456729 0.28 -0.13 0.30 0.00
H 19.960495 3.962925 -20.528442 -0.14 0.06 -0.07 0.00
H 21.204657 2.924313 -21.179874 -0.10 -0.30 -0.04 0.00
C 29.525115 4.074655 -22.079098 0.60 -0.14 0.71 0.00
C 29.464867 5.401109 -21.325595 -0.79 -1.09 -2.27 0.00
C 28.847379 6.504814 -22.193189 1.53 0.21 0.18 0.00
O 27.910578 7.162521 -21.297535 0.20 0.28 -0.17 0.00
C 27.785500 6.415450 -20.221023 -0.30 -1.05 -1.09 0.00
O 27.027438 6.642607 -19.297601 -1.35 0.60 1.15 0.03
O 28.473956 5.301133 -20.307750 0.41 0.01 1.72 0.00
H 29.979036 3.328236 -21.422972 0.07 -0.01 -0.11 0.00
H 30.186085 4.189786 -22.939396 -0.12 -0.02 -0.10 0.00
H 28.558454 3.667600 -22.370063 -0.13 0.39 -0.12 0.00
H 30.477417 5.619908 -20.990302 -0.32 0.32 0.73 0.00
H 28.414188 6.111938 -23.108588 -0.71 0.13 0.26 0.00
H 29.653474 7.181324 -22.473376 -0.42 0.46 -0.01 0.00
C 26.169061 0.061974 -21.830851 -0.32 -0.07 1.04 0.00
C 26.642533 1.382808 -21.240948 -0.01 -0.46 -0.82 0.00
C 26.309733 1.719052 -19.766950 -0.61 0.30 -1.64 0.00
O 27.588682 1.860795 -19.181313 -0.58 0.06 1.73 0.00
C 28.567999 1.564857 -20.008104 0.50 -0.65 -0.62 0.00
O 29.724306 1.470356 -19.716908 -0.22 0.37 -0.12 0.00
O 28.073965 1.349739 -21.241678 0.49 0.20 -0.32 0.00
H 26.413431 -0.735694 -21.124976 -0.22 -0.09 -0.02 0.00
H 26.640357 -0.212043 -22.772081 0.05 0.44 -0.10 0.00
H 25.087078 0.129629 -21.958983 -0.01 -0.26 -0.05 0.00
H 26.287377 2.162988 -21.918762 0.34 0.28 0.18 0.00
H 25.645322 0.976499 -19.327526 0.50 -0.13 0.48 0.00
H 25.788854 2.671643 -19.748839 0.07 0.01 0.36 0.00
C 20.583512 6.294897 -27.389916 0.04 -0.29 -0.02 0.00
C 20.967404 4.813948 -27.360743 0.37 0.94 1.65 0.00
C 21.856928 4.505852 -26.133266 0.08 0.49 -0.87 0.00
O 21.402493 3.241508 -25.677696 0.51 -0.56 -0.05 0.00
C 20.167927 3.036179 -26.171862 -1.52 -0.05 1.07 0.00
O 19.386667 2.200963 -25.827599 1.00 -0.06 -0.26 0.00
O 19.827078 4.055180 -26.963462 -0.51 0.14 -1.68 0.00
H 19.878810 6.515101 -28.189555 0.05 -0.01 -0.04 0.00
H 21.458087 6.939045 -27.494000 0.11 -0.15 -0.22 0.00
H 20.124371 6.569549 -26.439094 -0.15 -0.13 -0.02 0.00
H 21.433973 4.484728 -28.289519 -0.37 -0.29 -0.09 0.00
H 21.634576 5.256211 -25.370970 0.38 -0.07 0.16 0.00
H 22.906175 4.441929 -26.407647 0.01 0.06 0.26 0.00
```
Forces are in eV/Å.

=====

Molecular formula: C24H36BBeCl5FKMgN4O18
Method: DFT, wB97M-V/def2-TZVPD

Properties
charge	+2
E_LUMO	-9.00	eV
frontier orbital gap	0.0538	hartree

```
92
Properties=species:S:1:pos:R:3:forces:R:3:mulliken_charge:R:1
C 7.015416 -0.030566 1.909768 -0.42 0.82 -0.12 -1.36
C 5.938548 0.118510 0.828771 0.08 -1.55 1.08 0.09
O 6.457662 0.315254 -0.517785 -0.16 0.83 0.29 -0.53
B 5.615735 1.061326 -1.233539 0.08 -0.14 -0.27 0.45
O 6.079306 2.019372 -2.147255 -0.82 0.10 0.25 -0.36
C 4.023896 0.888364 -0.985898 1.25 0.44 -0.39 -0.98
C 3.440774 -0.330158 -0.746391 -0.83 -0.01 -0.12 -0.65
C 2.074021 -0.433755 -0.466834 0.25 -0.15 -0.05 0.69
C 1.534203 -1.806857 -0.162142 -0.35 -0.36 -0.13 -1.50
C 0.294673 -2.236904 -1.004765 0.68 0.08 -0.16 -0.91
C -0.912387 -2.610983 -0.159093 0.32 -0.49 -0.24 -0.59
O -2.130622 -2.465090 -0.973385 0.33 1.08 -0.01 -0.31
C -3.155184 -2.062688 -0.246349 -0.97 0.39 0.47 1.18
C -3.839525 -0.645809 -0.642781 1.72 -0.12 -1.91 -1.50
O -3.583706 -2.708249 0.694286 2.07 -0.36 -0.59 -0.89
C 1.311114 0.749113 -0.450210 0.05 -0.48 -0.47 0.95
C -0.153921 0.717847 -0.109709 0.10 0.27 0.52 0.57
C -0.560856 1.871977 0.814557 -0.15 -0.53 -0.87 -1.32
O 0.217491 2.401618 1.543078 -0.83 -0.20 -0.23 -0.18
N -1.975256 2.204590 0.747967 0.04 0.07 0.73 0.35
C -2.175630 3.658005 0.661568 -0.22 0.30 -0.31 -0.23
C -2.524515 1.674266 2.029813 0.72 -0.24 -0.31 -1.21
C 1.951026 1.930727 -0.722467 -0.86 0.48 0.22 -1.03
N 3.263228 1.999081 -0.979736 -0.29 -0.84 -0.17 0.60
H 6.738804 -0.865126 2.549127 0.31 -0.15 -0.09 0.34
H 8.021523 -0.107799 1.506216 -0.04 -0.29 -0.04 0.37
H 6.971772 0.852611 2.549139 0.24 -0.02 -0.01 0.31
H 5.240420 0.898018 1.135798 0.16 0.16 -0.25 0.28
H 5.363977 -0.808090 0.812200 0.06 0.08 0.00 0.22
H 6.126998 2.849052 -1.655005 0.53 0.08 -0.20 0.31
H 4.028248 -1.236334 -0.756438 0.17 0.13 -0.04 0.71
H 1.311978 -1.894629 0.906659 0.11 0.31 -0.09 0.51
H 2.354896 -2.502010 -0.334823 -0.10 -0.09 0.00 0.63
H 0.593326 -3.109779 -1.585512 -0.18 0.03 -0.10 0.55
H 0.088820 -1.453657 -1.735835 -0.40 -0.04 0.09 0.43
H -1.033002 -2.003748 0.737961 0.09 0.03 -0.03 0.41
H -0.812624 -3.650277 0.151819 -0.24 0.02 0.08 0.44
H -4.133390 -0.031363 0.245605 1.33 0.06 -1.35 0.41
H -3.117102 -0.109126 -1.251039 -0.03 0.10 0.09 0.21
H -4.749988 -0.803649 -1.303141 1.32 0.30 0.44 0.57
H -0.318590 -0.178408 0.491509 -0.02 0.08 0.03 -0.58
H -0.819343 0.640409 -0.968980 0.11 0.22 -0.10 0.98
H -2.887164 4.004745 1.410855 0.02 -0.04 0.00 0.38
H -1.251413 4.236754 0.805523 0.05 -0.19 0.16 -0.42
H -2.566587 3.928486 -0.321231 -0.01 -0.06 0.02 0.32
H -1.937597 2.060002 2.869561 -0.31 0.09 0.14 0.48
H -3.579524 1.913316 2.139422 0.00 -0.03 -0.09 0.42
H -2.352956 0.591938 2.014502 -0.31 0.00 0.16 0.26
H 1.391826 2.855349 -0.687179 0.25 0.11 -0.03 0.66
H 3.701565 2.891633 -1.145248 -0.09 0.05 0.10 0.40
C 3.238312 2.747151 -4.632305 0.01 0.00 0.67 0.03
C 3.798096 3.754223 -5.604735 -0.40 -0.98 -1.09 1.88
O 2.700790 4.090304 -6.392602 0.15 0.34 0.73 -0.33
C 1.576911 3.918374 -5.606025 -0.50 -0.05 -0.03 0.51
O 0.513085 4.347180 -5.851421 0.00 0.00 -0.06 -0.42
O 1.888987 3.188679 -4.492415 0.33 0.18 -0.23 -0.26
F 4.759097 3.224317 -6.376800 0.27 0.37 0.14 -0.25
H 3.259685 1.737163 -5.042729 0.16 0.08 -0.20 0.22
H 3.753121 2.749789 -3.672092 -0.10 0.00 0.05 -0.19
H 4.203430 4.695297 -5.117248 -0.61 -0.71 -0.41 -0.84
Cl 1.553209 4.487448 2.119516 -0.43 2.53 -0.90 0.23
C -7.501125 1.057567 -1.524615 -0.20 0.09 -0.17 0.34
Cl -7.037020 1.535061 0.130458 0.06 -0.12 -0.01 -0.10
Cl -8.860070 2.025556 -2.050052 0.05 -0.06 0.07 -0.05
Cl -6.129717 1.315305 -2.612377 0.01 -0.02 0.04 -0.08
Cl -7.952238 -0.662578 -1.539119 0.15 0.07 0.10 -0.09
Mg 5.482278 5.831842 -4.356531 1.38 2.71 -0.31 0.62
N 2.742336 0.655627 2.255244 0.77 -0.46 0.59 0.97
O 1.693728 0.092904 1.904611 -0.13 -0.12 0.78 -0.47
O 2.903960 1.875809 2.114893 0.20 0.13 -0.31 -0.56
O 3.681783 -0.036755 2.749577 -0.58 0.71 -1.50 -0.57
O 6.077790 8.710755 -4.904952 -0.49 -1.42 1.08 -0.63
H 6.319099 9.286718 -5.643988 -0.01 -0.58 -0.43 0.26
K -5.421033 -1.501063 0.689576 -6.01 -1.16 3.05 1.04
C -4.862877 -7.081386 3.777942 -0.02 0.38 0.25 -1.36
C -6.177757 -6.999578 3.043189 0.55 -0.21 0.23 0.50
C -6.107886 -7.410672 1.592409 -0.13 -0.23 -0.07 -0.46
O -7.157178 -6.626646 1.005143 0.11 0.14 0.07 -0.30
C -7.316615 -5.526228 1.770212 -0.12 -0.07 0.11 0.64
O -7.975756 -4.580937 1.462928 0.21 0.25 -0.12 -0.57
O -6.632332 -5.634387 2.932375 -0.15 -0.08 -0.26 -0.32
H -4.150212 -6.358308 3.377912 0.00 -0.09 -0.14 0.29
H -5.000455 -6.840308 4.831439 0.00 -0.09 0.01 0.36
H -4.437041 -8.081719 3.705665 -0.06 -0.02 -0.02 0.38
H -6.943359 -7.566022 3.578063 -0.09 0.04 -0.09 0.27
H -6.293418 -8.471391 1.445309 -0.16 0.05 -0.11 0.32
H -5.162135 -7.143604 1.114114 0.03 0.05 0.10 0.28
N 2.410316 -0.498108 5.583518 -0.44 0.21 -0.28 1.13
O 3.329819 -0.517813 4.704641 0.21 -0.52 1.48 -0.39
O 1.309021 -0.067146 5.280777 -0.13 0.12 -0.30 -0.53
O 2.681959 -0.912563 6.687705 0.32 -0.14 0.17 -0.54
Be 0.661045 5.942835 1.299859 1.02 -1.63 1.18 0.12
```
Forces are in eV/Å.